Below is a 13-piece molecular cluster, C47H118O40S10 overall at a distorted geometry, with properties calculated with wB97M-V/def2-TZVPD.

```
215
Properties=species:S:1:pos:R:3:lowdin_charge:R:1
O 21.08 18.49 16.40 -0.262
S 21.82 17.37 15.98 0.501
O 21.20 16.11 16.00 -0.265
O 22.28 17.62 14.45 -0.279
C 21.23 18.21 13.57 -0.219
C 21.53 17.70 12.18 -0.048
C 23.41 17.27 16.65 -0.122
H 21.38 19.27 13.62 0.104
H 20.29 17.90 13.99 0.099
H 22.58 18.03 11.88 0.105
H 20.77 18.03 11.52 0.068
H 21.49 16.63 12.24 0.072
H 23.92 18.23 16.32 0.094
H 23.80 16.30 16.35 0.082
H 23.33 17.17 17.79 0.085
O 20.34 19.12 19.27 -0.291
S 21.03 18.06 19.94 0.625
O 22.50 18.10 20.05 -0.309
O 20.47 18.00 21.48 -0.258
C 19.14 18.49 21.71 -0.246
C 18.64 17.95 23.06 -0.046
C 20.48 16.47 19.28 -0.063
H 18.47 18.21 20.87 0.104
H 19.24 19.58 21.81 0.116
H 17.61 17.80 22.95 0.057
H 18.89 18.54 23.93 0.074
H 19.11 17.00 23.20 0.063
H 20.87 15.74 19.98 0.076
H 20.88 16.39 18.27 0.036
H 19.41 16.51 19.41 0.045
O 16.52 19.50 13.96 -0.260
S 17.61 20.37 13.74 0.531
O 18.48 20.24 12.63 -0.267
O 16.98 21.79 13.69 -0.247
C 17.46 22.91 12.96 -0.220
C 18.06 23.92 13.91 -0.062
C 18.70 20.42 15.10 -0.116
H 16.67 23.46 12.42 0.110
H 18.09 22.53 12.15 0.120
H 18.81 23.68 14.57 0.024
H 17.24 24.34 14.48 0.071
H 18.49 24.73 13.27 0.100
H 19.06 19.37 15.22 0.060
H 18.19 20.54 16.05 0.041
H 19.63 20.94 14.87 0.054
O 21.07 23.40 13.05 -0.263
S 21.94 22.98 14.08 0.639
O 21.49 21.96 15.06 -0.319
O 23.30 22.38 13.40 -0.273
C 23.85 22.82 12.13 -0.236
C 24.46 21.57 11.44 -0.057
C 22.43 24.40 15.08 -0.081
H 24.74 23.50 12.36 0.141
H 23.03 23.26 11.59 0.098
H 23.85 20.69 11.57 0.063
H 25.38 21.38 12.01 0.071
H 24.77 21.87 10.41 0.095
H 21.61 24.70 15.69 0.051
H 22.62 25.15 14.32 0.075
H 23.28 24.10 15.66 0.038
O 12.32 27.93 14.33 -0.306
S 12.58 27.91 15.75 0.600
O 11.92 28.88 16.60 -0.291
O 12.26 26.43 16.19 -0.269
C 12.59 26.06 17.58 -0.231
C 11.75 24.82 17.82 -0.054
C 14.47 28.12 15.92 -0.083
H 12.27 26.81 18.32 0.124
H 13.63 25.96 17.78 0.090
H 11.93 24.40 18.86 0.112
H 11.93 24.07 17.10 0.048
H 10.68 25.09 17.75 0.091
H 14.89 27.13 15.67 0.038
H 14.61 28.30 17.03 0.073
H 14.84 28.95 15.29 0.079
O 15.90 26.29 19.58 -0.256
S 17.27 25.95 19.66 0.491
O 17.55 24.72 20.33 -0.286
O 17.94 25.98 18.27 -0.279
C 17.32 26.66 17.09 -0.186
C 18.41 26.86 16.07 -0.028
C 18.25 27.19 20.46 -0.098
H 16.87 27.53 17.54 0.107
H 16.60 25.95 16.64 0.106
H 17.90 27.20 15.23 0.034
H 18.79 25.88 15.87 0.067
H 19.20 27.53 16.38 0.089
H 19.34 26.99 20.40 0.062
H 18.07 27.10 21.58 0.102
H 17.93 28.09 20.04 0.045
O 21.76 27.30 20.61 -0.298
S 22.74 27.18 19.56 0.559
O 22.90 28.25 18.64 -0.266
O 24.13 26.72 20.10 -0.249
C 24.19 25.99 21.35 -0.190
C 24.65 24.52 21.03 -0.033
C 22.30 25.82 18.46 -0.105
H 23.24 26.07 21.86 0.092
H 24.98 26.49 21.87 0.109
H 23.92 23.92 20.61 0.008
H 24.93 23.99 21.96 0.093
H 25.54 24.54 20.38 0.085
H 22.26 24.78 18.87 0.075
H 23.17 25.91 17.80 0.060
H 21.39 26.21 17.96 0.067
O 16.88 27.82 13.23 -0.286
S 16.00 26.96 12.46 0.525
O 16.65 25.92 11.73 -0.271
O 14.98 26.37 13.46 -0.281
C 14.06 25.33 13.01 -0.224
C 13.94 24.32 14.13 -0.042
C 15.11 27.91 11.32 -0.114
H 14.46 24.98 12.03 0.116
H 13.07 25.76 12.76 0.130
H 13.21 23.54 13.94 0.089
H 13.51 24.93 14.93 0.066
H 14.83 23.85 14.49 0.053
H 15.97 28.51 10.90 0.101
H 14.37 28.53 11.83 0.086
H 14.67 27.26 10.60 0.067
O 15.26 23.76 16.81 -0.261
S 15.94 22.65 17.36 0.524
O 15.91 21.40 16.68 -0.259
O 17.38 23.18 17.65 -0.268
C 18.52 22.36 18.14 -0.195
C 19.84 23.04 17.81 -0.033
C 15.22 22.38 18.97 -0.086
H 18.47 21.30 17.73 0.104
H 18.35 22.24 19.23 0.115
H 20.64 22.48 18.25 0.051
H 19.91 24.05 18.33 0.094
H 19.89 23.11 16.71 0.068
H 15.43 23.30 19.54 0.058
H 15.58 21.52 19.58 0.096
H 14.21 22.19 18.70 0.032
C 20.46 24.61 26.32 -0.147
O 19.33 24.59 25.51 -0.221
C 18.36 23.54 25.75 -0.192
C 17.07 23.96 25.20 -0.265
O 16.95 23.85 23.84 -0.125
C 15.90 24.57 23.18 -0.146
C 14.49 24.36 23.75 -0.177
O 14.23 22.95 23.56 -0.196
C 12.99 22.59 24.09 -0.132
H 20.18 25.08 27.31 0.094
H 21.24 25.30 25.99 0.079
H 20.90 23.61 26.57 0.098
H 18.19 23.26 26.80 0.128
H 18.77 22.63 25.25 0.138
H 17.03 25.07 25.51 0.163
H 16.22 23.38 25.70 0.144
H 16.01 24.19 22.18 0.098
H 16.08 25.66 23.25 0.130
H 13.68 24.88 23.16 0.142
H 14.43 24.59 24.82 0.114
H 12.97 22.66 25.16 0.080
H 12.84 21.56 23.85 0.083
H 12.22 23.25 23.69 0.087
C 20.58 24.50 22.46 -0.072
O 21.52 23.64 21.82 -0.196
C 20.91 22.40 21.55 -0.173
C 22.03 21.55 20.90 -0.158
O 22.60 22.20 19.76 -0.153
C 23.55 21.38 19.12 -0.192
C 23.40 21.51 17.63 -0.143
O 24.05 22.71 17.11 -0.201
C 25.46 22.51 17.14 -0.100
H 20.24 24.01 23.49 0.111
H 19.66 24.67 21.92 0.058
H 21.02 25.48 22.72 0.084
H 20.08 22.58 20.86 0.116
H 20.58 21.94 22.48 0.123
H 21.65 20.59 20.59 0.068
H 22.83 21.29 21.65 0.152
H 23.43 20.36 19.42 0.100
H 24.55 21.63 19.46 0.119
H 22.35 21.52 17.34 0.106
H 23.81 20.60 17.17 0.119
H 25.74 21.58 16.68 0.084
H 25.84 22.48 18.15 0.068
H 25.97 23.38 16.77 0.090
C 17.44 14.43 22.70 -0.096
O 17.34 15.48 21.74 -0.203
C 16.76 15.13 20.47 -0.196
C 16.08 16.25 19.89 -0.179
O 17.05 17.19 19.42 -0.162
C 16.66 18.11 18.50 -0.184
C 16.85 17.58 17.03 -0.172
O 16.19 16.37 16.67 -0.206
C 16.23 16.15 15.29 -0.100
H 18.14 14.73 23.47 0.078
H 17.91 13.53 22.33 0.082
H 16.47 14.14 23.09 0.087
H 16.12 14.23 20.59 0.141
H 17.59 14.69 19.86 0.140
H 15.44 16.68 20.63 0.131
H 15.42 16.02 19.08 0.126
H 17.27 19.00 18.62 0.106
H 15.54 18.46 18.68 0.167
H 17.95 17.43 16.82 0.138
H 16.52 18.35 16.29 0.088
H 15.43 15.45 15.07 0.092
H 17.21 15.68 15.18 0.090
H 16.19 17.10 14.69 0.081
C 13.38 20.65 14.76 -0.162
C 13.59 19.24 15.22 -0.141
O 12.53 18.97 16.18 -0.184
S 12.02 20.28 16.91 0.600
O 12.64 20.42 18.17 -0.230
O 10.62 20.47 16.78 -0.216
O 12.84 21.29 15.92 -0.218
H 12.66 20.67 13.89 0.153
H 14.31 21.14 14.53 0.102
H 14.51 19.02 15.67 0.079
H 13.55 18.44 14.47 0.143
```

## Properties
net charge	0
2S+1	1
Kohn-Sham gap	9.7	eV
LUMO energy	0.010	Ha
molar mass	1644.09	g/mol


Below is a 9-piece molecular cluster, C47H120N8O15 overall at a distorted geometry, with properties calculated with wB97M-V/def2-TZVPD.

```
190
Properties=species:S:1:pos:R:3:lowdin_spin:R:1
C -3.52 2.55 -1.91 0.000
C -2.34 3.48 -2.37 0.000
C -1.58 3.02 -3.64 0.000
O -2.86 4.81 -2.55 0.000
H -3.19 1.52 -1.76 0.000
H -4.30 2.58 -2.67 0.000
H -3.90 2.87 -0.94 0.000
H -1.73 3.63 -1.48 0.000
H -1.06 2.07 -3.49 0.000
H -0.75 3.68 -3.91 0.000
H -2.22 2.83 -4.50 0.000
H -2.22 5.33 -3.05 0.000
C 1.27 -6.23 -4.15 0.000
O 2.06 -5.95 -3.02 0.000
C 1.93 -4.58 -2.65 0.000
C 2.68 -4.54 -1.35 0.000
N 1.86 -5.04 -0.25 0.000
C 2.53 -5.07 1.05 0.000
C 1.56 -5.78 1.97 0.000
O 1.94 -5.76 3.36 0.000
C 2.78 -6.89 3.65 0.000
H 0.24 -6.20 -3.80 0.000
H 1.54 -7.21 -4.56 0.000
H 1.36 -5.49 -4.94 0.000
H 0.87 -4.32 -2.65 0.000
H 2.51 -3.93 -3.31 0.000
H 3.04 -3.54 -1.08 0.000
H 3.63 -5.07 -1.44 0.000
H 1.60 -5.98 -0.49 0.000
H 2.56 -4.00 1.24 0.000
H 3.50 -5.52 0.87 0.000
H 1.36 -6.81 1.67 0.000
H 0.60 -5.25 1.92 0.000
H 3.00 -6.94 4.72 0.000
H 3.76 -6.66 3.24 0.000
H 2.44 -7.83 3.22 0.000
C -8.59 2.26 6.46 0.000
O -7.41 2.06 5.65 0.000
C -6.44 3.04 5.88 0.000
C -5.09 2.27 5.57 0.000
N -5.15 1.84 4.21 0.000
C -3.93 1.13 3.73 0.000
C -4.03 0.71 2.25 0.000
O -5.22 -0.08 2.11 0.000
C -5.33 -0.80 0.87 0.000
H -9.44 1.73 6.03 0.000
H -8.87 3.31 6.62 0.000
H -8.30 1.93 7.45 0.000
H -6.32 3.35 6.92 0.000
H -6.67 3.86 5.20 0.000
H -4.87 1.40 6.18 0.000
H -4.30 3.00 5.72 0.000
H -5.91 1.18 4.07 0.000
H -3.79 0.22 4.32 0.000
H -3.13 1.84 3.98 0.000
H -3.15 0.19 1.88 0.000
H -4.21 1.59 1.62 0.000
H -6.31 -1.27 0.73 0.000
H -4.53 -1.53 0.75 0.000
H -5.10 -0.15 0.03 0.000
C -1.44 7.18 -4.97 0.000
O -0.63 6.33 -4.21 0.000
C -0.15 7.05 -3.03 0.000
C 0.74 6.03 -2.25 0.000
N 2.10 5.90 -2.89 0.003
C 2.89 5.00 -2.07 0.001
C 4.38 4.91 -2.49 0.003
O 5.23 4.06 -1.65 0.001
C 5.77 4.63 -0.46 0.000
H -2.03 6.58 -5.66 0.000
H -0.86 7.77 -5.69 0.000
H -2.07 7.83 -4.37 0.000
H -0.95 7.44 -2.40 0.000
H 0.46 7.93 -3.27 0.000
H 0.28 5.05 -2.16 0.000
H 0.85 6.42 -1.24 0.000
H 2.51 6.82 -2.88 0.000
H 2.44 4.03 -2.31 0.000
H 2.71 5.23 -1.02 0.000
H 4.74 5.94 -2.45 0.000
H 4.37 4.59 -3.53 0.002
H 4.97 4.86 0.25 0.000
H 6.29 5.56 -0.68 0.000
H 6.47 3.88 -0.10 0.000
C 6.70 4.50 -9.56 0.001
O 6.74 4.18 -8.17 0.001
C 5.54 3.41 -7.74 0.020
C 5.62 3.07 -6.22 0.087
N 4.71 2.05 -5.79 0.659
C 3.30 2.39 -5.68 0.085
C 2.47 1.15 -5.17 0.013
O 2.76 0.80 -3.81 0.006
C 2.27 -0.46 -3.39 0.001
H 6.08 3.83 -10.16 0.000
H 7.69 4.50 -10.02 0.000
H 6.26 5.48 -9.76 0.000
H 5.74 2.48 -8.28 0.001
H 4.61 3.85 -8.10 0.000
H 5.42 3.95 -5.61 0.047
H 6.63 2.76 -5.96 0.002
H 5.02 1.73 -4.88 0.017
H 2.75 2.85 -6.50 0.005
H 3.24 3.14 -4.89 0.045
H 2.57 0.26 -5.79 0.000
H 1.40 1.33 -5.29 0.001
H 1.30 -0.82 -3.73 0.000
H 2.18 -0.50 -2.30 0.000
H 2.99 -1.24 -3.62 0.000
C -3.95 -6.14 2.47 0.000
O -3.76 -5.91 1.08 0.000
C -2.38 -5.95 0.73 0.000
C -2.23 -5.71 -0.79 0.000
N -2.61 -4.38 -1.24 0.000
C -2.64 -4.37 -2.70 0.000
C -3.44 -3.16 -3.31 0.000
O -2.65 -1.94 -3.16 0.000
C -3.33 -0.76 -3.73 0.000
H -4.96 -5.88 2.79 0.000
H -3.26 -5.53 3.05 0.000
H -3.69 -7.17 2.72 0.000
H -1.95 -6.92 0.98 0.000
H -1.82 -5.19 1.27 0.000
H -2.96 -6.37 -1.24 0.000
H -1.22 -5.94 -1.13 0.000
H -3.57 -4.18 -0.98 0.000
H -3.00 -5.31 -3.13 0.000
H -1.59 -4.37 -3.01 0.000
H -4.42 -3.07 -2.85 0.000
H -3.66 -3.41 -4.35 0.000
H -3.53 -0.84 -4.80 0.000
H -2.76 0.16 -3.66 0.000
H -4.27 -0.63 -3.20 0.000
C -0.70 3.37 4.03 0.000
O -0.31 2.15 4.67 0.000
C 1.12 1.87 4.60 0.000
C 1.14 0.34 4.37 0.000
N 2.47 -0.05 3.97 0.000
C 2.62 0.06 2.53 0.000
C 3.81 -0.67 1.96 0.000
O 4.99 -0.04 2.47 0.000
C 6.07 -0.93 2.46 0.000
H -0.60 3.27 2.95 0.000
H -0.02 4.16 4.34 0.000
H -1.67 3.67 4.41 0.000
H 1.59 2.01 5.57 0.000
H 1.78 2.36 3.89 0.000
H 0.36 -0.02 3.69 0.000
H 0.82 -0.24 5.24 0.000
H 2.59 -1.02 4.22 0.000
H 2.64 1.12 2.27 0.000
H 1.81 -0.33 1.91 0.000
H 3.91 -0.61 0.88 0.000
H 3.62 -1.72 2.18 0.000
H 6.20 -1.37 1.47 0.000
H 5.94 -1.71 3.21 0.000
H 6.94 -0.31 2.65 0.000
C -0.17 -3.25 7.85 0.000
C -0.93 -1.93 7.42 0.000
C -1.72 -2.11 6.09 0.000
O -0.83 -2.36 5.07 0.000
C -1.34 -2.50 3.72 0.000
N -1.92 -1.71 8.46 0.000
H 0.43 -3.50 6.98 0.000
H -0.97 -3.95 8.12 0.000
H 0.47 -3.10 8.72 0.000
H -0.16 -1.16 7.37 0.000
H -2.37 -1.28 5.80 0.000
H -2.49 -2.88 6.08 0.000
H -1.73 -1.56 3.33 0.000
H -2.02 -3.35 3.64 0.000
H -0.55 -2.67 2.99 0.000
H -2.55 -0.94 8.31 0.000
H -1.52 -1.68 9.38 0.000
C 0.29 -2.11 -0.41 0.000
C -0.73 -1.01 0.02 0.000
C -0.44 0.35 -0.61 0.000
O 0.90 0.77 -0.18 0.000
C 1.43 2.05 -0.64 0.000
N -2.05 -1.51 -0.36 0.000
H 0.01 -3.08 0.00 0.000
H 1.30 -1.83 -0.08 0.000
H 0.37 -2.11 -1.49 0.000
H -0.68 -0.92 1.11 0.000
H -1.20 1.04 -0.24 0.000
H -0.58 0.26 -1.69 0.000
H 1.85 1.99 -1.64 0.000
H 2.16 2.39 0.09 0.000
H 0.67 2.84 -0.72 0.000
H -2.18 -1.64 -1.35 0.000
H -2.16 -2.48 -0.09 0.000
```

## Properties
net charge	+1
relative energy (zero: lowest compared OMol25 entry of this formula, charge and spin)	63.7	kJ/mol
2S+1	2
Kohn-Sham gap (alpha / beta)	6.8 / 1.4	eV
LUMO energy (alpha / beta)	-0.090 / -0.288	Ha
molar mass	1037.52	g/mol